# C2H8N2O

A 2-piece molecular cluster, C2H8N2O overall at a distorted geometry (ωB97M-V/def2-TZVPD, the OMol25 dataset).

```
13
Properties=species:S:1:pos:R:3
H -2.06500 0.10023 2.93829
N -1.61585 -0.24544 2.10166
C -1.32181 0.66658 1.20779
N -0.72932 0.22085 0.08112
C -0.64306 1.09443 -1.11406
H -1.71090 1.76336 1.37103
H -0.53406 -0.78336 -0.09231
H 0.03582 0.50414 -1.83369
H -1.57603 1.18530 -1.68692
H -0.42889 2.06359 -0.62190
O 3.88430 -2.08885 -0.60958
H 3.23739 -2.69063 -0.32559
H 3.46741 -1.79019 -1.41584
```

Results
ΔE to the lowest compared entry with this formula, charge and spin = 2.208 eV
E_LUMO = 0.54 eV
Maximum force = 3.84 eV/Å
HOMO-LUMO gap = 9.19 eV
Structure (SMILES) = [H]/N=C/NC.O
Multiplicity = 1

Results of the Mulliken charge analysis, in e, for atoms 1 through 5: 0.222, -0.679, 0.166, -0.246, -0.674